# 1
{
  "formula": "C49H54N9O2Ti",
  "method": "ωB97M-V/def2-TZVPD",
  "species": ["Ti", "C", "C", "C", "C", "C", "N", "C", "C", "C", "N", "C", "C", "C", "C", "C", "C", "C", "C", "N", "C", "C", "C", "N", "C", "C", "C", "C", "O", "C", "O", "H", "H", "H", "H", "H", "H", "H", "H", "H", "H", "H", "H", "H", "H", "H", "H", "H", "H", "H", "H", "H", "H", "H", "H", "H", "H", "H", "H", "C", "C", "C", "C", "C", "C", "C", "N", "C", "N", "C", "C", "C", "C", "C", "C", "C", "N", "C", "C", "C", "C", "C", "C", "C", "H", "H", "H", "H", "H", "H", "H", "H", "H", "H", "H", "H", "H", "H", "H", "H", "H", "H", "H", "H", "H", "H", "N", "C", "C", "C", "N", "H", "H", "H", "H"],
  "positions_angstrom": [[0.32, 0.50, 0.28], [3.54, 5.32, -3.84], [2.66, 4.27, -3.22], [2.09, 3.25, -3.96], [1.21, 2.31, -3.38], [0.73, 1.29, -4.31], [-0.49, 1.08, -4.64], [-1.65, 1.95, -4.35], [-2.87, 1.16, -3.92], [-2.70, 0.68, -2.49], [-3.89, -0.05, -2.05], [-4.49, 0.03, -0.90], [-4.09, 0.65, 0.31], [-5.17, 1.01, 1.16], [-5.01, 1.53, 2.42], [-6.16, 1.97, 3.28], [-3.69, 1.55, 2.89], [-2.60, 1.16, 2.12], [-1.34, 1.01, 2.80], [-0.22, 0.61, 2.31], [0.86, 0.44, 3.31], [1.65, 1.72, 3.44], [2.44, 2.03, 2.19], [1.65, 2.07, 0.93], [1.91, 3.08, 0.19], [1.67, 3.24, -1.24], [2.44, 4.22, -1.85], [0.98, 2.29, -2.00], [0.24, 1.34, -1.42], [-2.74, 0.77, 0.77], [-1.74, 0.43, 0.04], [3.54, 5.26, -4.93], [4.58, 5.21, -3.50], [3.22, 6.32, -3.55], [2.29, 3.20, -5.03], [1.46, 0.67, -4.82], [-0.65, 0.34, -5.32], [-1.85, 2.50, -5.27], [-1.34, 2.66, -3.59], [-3.04, 0.32, -4.60], [-3.74, 1.81, -4.01], [-2.59, 1.53, -1.82], [-1.82, 0.06, -2.36], [-4.36, -0.61, -2.75], [-5.46, -0.46, -0.89], [-6.18, 0.86, 0.78], [-7.11, 1.79, 2.79], [-6.09, 3.03, 3.50], [-6.17, 1.44, 4.23], [-3.51, 1.83, 3.92], [-1.38, 1.16, 3.88], [1.51, -0.38, 2.98], [0.42, 0.14, 4.26], [2.36, 1.63, 4.27], [0.97, 2.54, 3.69], [3.21, 1.26, 2.04], [2.96, 2.98, 2.31], [2.52, 3.88, 0.62], [2.94, 4.94, -1.22], [0.83, -6.10, -0.19], [1.40, -5.93, 1.19], [2.16, -6.93, 1.79], [2.69, -6.77, 3.06], [2.46, -5.61, 3.78], [1.69, -4.60, 3.21], [1.19, -4.76, 1.92], [0.39, -3.74, 1.32], [0.78, -2.48, 1.06], [2.02, -2.13, 1.45], [2.82, -1.22, 0.71], [2.26, -0.31, -0.18], [3.18, 0.31, -1.04], [4.54, 0.12, -0.94], [5.06, -0.68, 0.07], [4.21, -1.38, 0.90], [4.75, -2.34, 1.93], [-0.01, -1.57, 0.47], [-1.25, -2.16, -0.02], [-2.32, -2.35, 0.84], [-3.46, -3.01, 0.41], [-3.52, -3.48, -0.90], [-2.44, -3.28, -1.76], [-1.29, -2.61, -1.33], [-0.11, -2.45, -2.26], [1.10, -7.07, -0.61], [1.21, -5.33, -0.87], [-0.26, -6.04, -0.20], [2.34, -7.85, 1.25], [3.28, -7.57, 3.50], [2.85, -5.49, 4.78], [1.45, -3.71, 3.78], [-0.52, -4.00, 0.97], [2.54, -2.90, 1.87], [2.84, 0.96, -1.83], [5.21, 0.61, -1.64], [6.13, -0.80, 0.18], [5.81, -2.18, 2.09], [4.63, -3.39, 1.62], [4.26, -2.23, 2.90], [-2.25, -2.00, 1.87], [-4.28, -3.18, 1.09], [-4.39, -4.03, -1.24], [-2.48, -3.68, -2.77], [-0.38, -2.72, -3.28], [0.72, -3.09, -1.96], [0.28, -1.43, -2.24], [-1.37, 4.19, -0.45], [-1.32, 5.52, -0.20], [-1.00, 5.67, 1.12], [-0.88, 4.35, 1.60], [-1.10, 3.45, 0.64], [-1.59, 3.74, -1.31], [-1.53, 6.25, -0.97], [-0.89, 6.58, 1.67], [-0.65, 4.02, 2.60]],
  "mulliken_charge": [-3.32, -1.63, -0.03, -1.01, 0.75, -0.66, 0.12, -0.17, -1.36, 0.77, 0.28, -0.71, 0.57, -0.68, -0.22, -1.63, -0.57, 0.35, -0.85, 0.87, -0.84, -0.48, -1.05, 1.05, -0.82, 1.91, -0.94, -0.58, 0.31, 0.39, 1.18, 0.40, 0.35, 0.39, 0.48, 0.55, 0.38, 0.43, -0.03, 0.51, 0.45, -0.14, -0.39, 0.45, 0.48, 0.42, 0.39, 0.35, 0.38, 0.54, 0.41, -0.19, 0.75, 0.55, 0.15, 0.19, 0.59, 0.23, 0.61, -1.06, 0.39, -0.83, -0.83, -0.79, 0.05, 0.15, 0.24, -0.12, 0.90, 0.37, 1.27, -0.24, -1.39, -0.93, 0.99, -1.79, 1.88, -1.25, 0.40, -1.10, -1.05, -0.99, 1.08, -0.90, 0.47, 0.13, 0.28, 0.43, 0.44, 0.45, 0.51, 0.24, -0.16, 0.70, 0.53, 0.48, 0.44, 0.36, 0.36, 0.52, 0.52, 0.53, 0.55, 0.57, 0.02, -0.37, -0.17, -0.34, -1.16, -0.22, 0.29, 0.05, 0.49, 0.49, 0.44],
  "charge": 3,
  "homo_ev": -14.93,
  "max_force_ha_per_bohr": 0.0125,
  "lumo_energy_ev": -8.2,
  "energy_ha": -3391.66719,
  "molar_mass_g_mol": 848.9,
  "gap_ev": 6.764,
  "relative_energy_kcal_mol": 0.0
}


# 2
{
  "formula": "C22H35F6N2O7S",
  "method": "ωB97M-V/def2-TZVPD",
  "species": ["C", "C", "O", "C", "O", "C", "C", "S", "O", "O", "C", "F", "F", "C", "F", "F", "F", "C", "O", "C", "C", "N", "C", "C", "C", "F", "C", "O", "H", "H", "H", "H", "H", "H", "H", "H", "H", "H", "H", "H", "H", "H", "H", "C", "C", "N", "C", "C", "C", "C", "C", "O", "C", "H", "H", "H", "H", "H", "H", "H", "H", "H", "H", "H", "H", "H", "H", "H", "H", "H", "H", "H", "H"],
  "positions_angstrom": [[-6.09, 0.39, -2.34], [-6.30, -0.95, -3.03], [-7.40, -0.92, -3.94], [-5.11, -1.37, -3.87], [-4.11, -2.02, -3.03], [-3.00, -1.41, -2.66], [-2.55, -1.48, -1.40], [-3.49, -2.29, -0.13], [-2.65, -2.43, 1.01], [-4.81, -1.75, -0.05], [-3.69, -4.03, -0.82], [-2.74, -4.26, -1.75], [-4.89, -4.16, -1.36], [-3.53, -5.11, 0.28], [-2.27, -5.19, 0.69], [-4.33, -4.83, 1.31], [-3.88, -6.30, -0.22], [-1.25, -0.86, -1.06], [-1.01, -0.42, 0.04], [-0.23, -0.76, -2.15], [1.18, -0.56, -1.64], [1.43, 0.82, -1.21], [-0.64, -0.72, -3.43], [0.28, -0.51, -4.61], [0.02, -1.42, -5.81], [0.15, 0.83, -4.99], [-2.10, -0.80, -3.73], [-2.55, -0.44, -4.79], [-5.10, 0.44, -1.89], [-6.81, 0.54, -1.53], [-6.18, 1.20, -3.07], [-6.49, -1.73, -2.27], [-7.90, -0.11, -3.81], [-4.68, -0.53, -4.40], [-5.42, -2.12, -4.61], [1.31, -1.22, -0.78], [1.92, -0.85, -2.39], [0.89, 0.99, -0.37], [1.11, 1.47, -1.92], [1.31, -0.61, -4.28], [-0.62, -2.27, -5.55], [0.96, -1.83, -6.19], [-0.46, -0.85, -6.60], [2.39, -0.03, 3.60], [2.42, 1.48, 3.65], [3.51, 2.09, 4.50], [3.32, 1.62, 5.92], [3.33, 3.59, 4.55], [3.46, 4.38, 3.26], [4.92, 1.67, 4.12], [5.40, 1.88, 2.69], [4.60, 1.15, 1.81], [4.57, 1.63, 0.46], [2.18, -0.49, 4.56], [1.59, -0.32, 2.92], [3.31, -0.45, 3.19], [1.49, 1.86, 4.08], [2.53, 1.89, 2.65], [2.31, 1.86, 6.23], [4.04, 2.13, 6.55], [3.48, 0.55, 5.97], [4.04, 3.96, 5.29], [2.33, 3.73, 4.96], [4.50, 4.60, 3.01], [2.96, 5.33, 3.40], [3.00, 3.89, 2.40], [4.98, 0.61, 4.35], [5.58, 2.21, 4.80], [6.43, 1.50, 2.68], [5.44, 2.93, 2.42], [5.47, 2.19, 0.21], [3.69, 2.25, 0.30], [4.50, 0.76, -0.19]],
  "mulliken_charge": [-1.44, 0.58, -0.55, -0.53, -0.37, 0.35, 0.15, 1.24, -0.67, -0.60, 0.67, -0.28, -0.25, 0.62, -0.22, -0.22, -0.24, 0.17, -0.67, 0.70, -1.43, -0.44, 0.18, 0.15, -1.45, -0.38, 0.44, -0.56, 0.23, 0.37, 0.54, 0.13, 0.36, 0.26, 0.33, 0.35, 0.53, 0.30, 0.27, 0.29, 0.36, 0.38, 0.36, -1.34, -0.32, 0.07, -1.06, -0.34, -1.16, -0.74, -0.46, -0.26, -0.75, 0.37, 0.43, 0.29, 0.48, 0.21, 0.39, 0.43, 0.46, 0.37, 0.48, 0.34, 0.43, 0.23, 0.46, 0.38, 0.40, 0.32, 0.37, 0.26, 0.23],
  "charge": 1,
  "homo_ev": -11.67,
  "max_force_ha_per_bohr": 0.0081,
  "lumo_energy_ev": -3.5,
  "energy_ha": -2492.53823,
  "molar_mass_g_mol": 585.6,
  "gap_ev": 8.166
}


# 3
{
  "formula": "C33H34BF4O19",
  "method": "ωB97M-V/def2-TZVPD",
  "species": ["B", "F", "F", "F", "F", "C", "C", "C", "O", "C", "C", "C", "O", "O", "O", "H", "H", "H", "H", "C", "C", "C", "O", "C", "C", "C", "O", "O", "O", "H", "H", "H", "H", "C", "C", "C", "O", "C", "C", "C", "O", "O", "O", "H", "H", "H", "H", "C", "C", "C", "O", "C", "C", "C", "O", "O", "O", "H", "H", "H", "H", "C", "C", "O", "C", "H", "H", "H", "H", "H", "H", "C", "C", "O", "C", "H", "H", "H", "H", "H", "H", "C", "C", "O", "C", "H", "H", "H", "H", "H", "H"],
  "positions_angstrom": [[-0.89, -0.27, -0.59], [-1.31, 1.13, -0.68], [-1.54, -0.89, 0.49], [-1.36, -0.90, -1.70], [0.47, -0.38, -0.50], [3.83, 5.88, -1.04], [4.42, 5.41, 0.26], [3.73, 4.48, 1.07], [4.18, 4.15, 2.18], [2.63, 3.82, 0.60], [2.08, 4.08, -0.86], [2.52, 5.22, -1.55], [2.02, 5.65, -2.58], [1.39, 3.12, -1.60], [5.45, 6.08, 0.73], [4.37, 6.62, -1.31], [2.60, 2.84, 1.10], [0.96, 2.39, -1.20], [5.42, 5.64, 1.63], [4.02, -4.31, -0.68], [3.37, -2.93, -0.37], [4.09, -1.75, -0.17], [3.51, -0.73, 0.19], [5.51, -1.78, -0.29], [6.33, -3.14, -0.52], [5.53, -4.39, -0.67], [6.14, -5.44, -0.79], [7.67, -3.24, -0.14], [2.04, -2.88, -0.14], [3.28, -5.15, -0.83], [6.15, -0.97, 0.02], [7.92, -4.08, -0.21], [1.73, -2.05, 0.11], [-2.15, 7.74, -2.88], [-1.72, 7.00, -4.13], [-1.32, 5.66, -4.15], [-1.02, 5.07, -5.22], [-1.29, 5.00, -2.89], [-1.79, 5.53, -1.55], [-1.97, 7.01, -1.61], [-2.11, 7.77, -0.53], [-2.12, 4.81, -0.55], [-1.71, 7.60, -5.36], [-2.27, 8.75, -2.87], [-1.43, 3.87, -2.98], [-2.04, 3.84, -0.73], [-1.68, 6.88, -6.02], [-2.95, -6.51, -0.57], [-1.37, -6.72, -0.68], [-0.52, -5.68, -1.10], [0.72, -5.71, -1.06], [-1.17, -4.32, -1.41], [-2.63, -4.14, -1.29], [-3.56, -5.29, -0.95], [-4.72, -5.16, -1.02], [-3.22, -2.88, -1.46], [-0.82, -7.96, -0.32], [-3.65, -7.42, -0.39], [-0.55, -3.43, -1.39], [-2.70, -2.18, -1.89], [0.19, -7.94, -0.58], [-0.50, -3.90, 2.35], [-0.99, -4.73, 3.47], [-0.91, -4.48, 4.69], [-1.58, -6.08, 3.08], [0.20, -4.51, 1.70], [-0.15, -3.05, 2.74], [-1.32, -3.36, 1.63], [-0.81, -6.77, 2.93], [-2.32, -6.16, 2.36], [-2.33, -6.54, 3.97], [-5.70, 0.51, -0.72], [-6.07, 2.05, -0.97], [-7.23, 2.49, -1.31], [-4.81, 2.98, -0.98], [-5.34, 0.55, 0.22], [-4.98, 0.15, -1.55], [-6.60, -0.17, -0.76], [-3.95, 2.30, -1.16], [-4.69, 3.75, -0.05], [-5.00, 3.73, -1.75], [0.97, 0.01, 5.88], [1.28, -0.48, 4.50], [2.16, -1.43, 4.37], [0.45, -0.01, 3.25], [0.12, -0.03, 6.12], [1.47, 1.04, 6.04], [1.26, -0.57, 6.77], [0.34, -0.75, 2.54], [1.05, 0.86, 2.78], [-0.68, 0.22, 3.47]],
  "mulliken_charge": [0.37, -0.18, -0.43, -0.41, -0.27, -1.06, -0.15, 1.18, -0.71, -0.70, 0.94, 0.21, -0.51, -0.32, -0.53, 0.66, 0.31, 0.27, 0.38, -0.89, 0.00, 1.26, -0.53, -0.90, 0.19, 0.79, -0.63, -0.44, -0.09, 0.36, 0.41, 0.32, 0.13, -0.96, 0.06, 0.90, -0.70, 0.03, 0.68, 0.30, -0.61, -0.45, -0.55, 0.50, 0.17, 0.22, 0.38, -0.73, 0.18, 0.77, -0.56, -0.44, 0.59, 0.28, -0.52, -0.46, -0.62, 0.29, 0.40, 0.40, 0.39, 0.41, 0.42, -0.60, -1.02, 0.07, -0.31, 0.10, 0.30, 0.36, 0.25, -1.01, 0.53, -0.61, -0.52, 0.41, 0.22, 0.30, 0.07, 0.29, 0.34, -1.47, 0.81, -0.59, -0.01, 0.57, 0.24, 0.38, -0.33, 0.06, 0.31],
  "charge": -1,
  "homo_ev": -7.01,
  "max_force_ha_per_bohr": 0.2528,
  "lumo_energy_ev": -0.5,
  "energy_ha": -3131.46839,
  "molar_mass_g_mol": 821.4,
  "gap_ev": 6.514,
  "relative_energy_kcal_mol": 57.3
}